1.
The following is a quantum chemistry calculation of a cluster of 15 separate species, C5H42N2O14 in total, from OMol25.

```
63
Properties=species:S:1:pos:R:3:forces:R:3
C -4.189 2.385 -0.392 1.063 0.990 -0.605
C -3.774 0.944 -0.100 -0.201 -1.048 0.260
C -2.240 0.737 -0.043 -1.770 -0.705 -0.408
C -1.682 0.474 -1.423 -0.364 -0.317 -1.677
C -0.029 -1.416 -1.338 -2.352 1.508 -1.248
N -0.332 0.033 -1.286 1.942 -0.304 -0.284
N -4.355 0.291 1.100 0.117 0.010 -1.730
H -4.808 2.897 0.352 0.102 -0.344 -0.068
H -4.624 2.493 -1.386 -0.598 -0.237 0.115
H -3.269 2.980 -0.558 -0.280 -0.007 0.555
H -4.193 0.325 -0.942 0.650 0.419 0.598
H -1.704 1.563 0.442 -0.150 -0.142 -0.051
H -2.149 -0.193 0.533 0.382 0.184 -0.048
H -2.307 -0.242 -2.082 0.610 0.380 1.409
H -1.764 1.359 -2.076 0.435 0.113 0.514
H -0.414 -1.829 -2.297 0.781 0.001 -0.071
H 1.022 -1.639 -1.181 -0.312 -0.101 0.363
H -0.793 -1.799 -0.687 0.452 -1.035 1.112
H 0.406 0.562 -1.729 -0.519 0.031 -0.440
H -3.903 0.484 1.975 -0.399 0.450 0.319
H -5.354 0.364 1.013 -0.186 0.095 1.015
H 1.265 0.547 0.086 -0.631 0.187 0.161
H 0.747 0.983 1.562 0.298 -0.157 -1.296
O 1.334 0.392 1.038 0.089 -0.525 1.335
H 3.573 1.376 1.049 0.063 0.083 0.153
H 2.498 1.615 2.085 1.196 0.959 -1.060
O 3.288 2.071 1.666 -0.579 -0.541 0.763
H 0.172 3.751 -2.812 -0.338 -0.007 -0.019
H 0.300 2.487 -3.587 -0.253 -0.274 -0.200
O -0.377 3.101 -3.278 0.608 0.284 0.227
H -1.783 -4.593 0.784 0.061 0.188 0.274
H -0.414 -3.889 0.611 -0.489 -0.340 0.024
O -1.051 -4.480 0.174 0.351 0.114 -0.279
H 0.218 -0.898 2.706 0.258 -0.040 -0.209
H -0.979 -0.262 1.989 0.315 -0.051 0.046
O -0.729 -0.777 2.767 -0.802 0.415 0.086
H 3.065 -2.485 -1.504 0.244 0.705 -0.300
H 2.705 -3.873 -1.368 -0.074 -0.611 -0.221
O 3.116 -3.293 -2.023 -0.266 -0.246 0.360
H 1.289 3.208 -0.192 0.101 -0.113 -0.236
H 2.645 3.371 0.471 -0.220 0.011 -0.196
O 2.008 3.845 -0.109 0.008 0.062 0.290
H 4.651 -2.363 -0.442 -0.935 0.915 0.382
H 5.419 -1.167 -0.539 0.150 1.007 0.014
O 4.496 -1.377 -0.333 0.710 -1.670 -0.361
H -2.438 -2.091 2.527 -0.611 0.116 0.141
H -3.805 -1.719 1.863 0.072 0.316 -0.317
O -3.412 -2.147 2.627 0.628 -0.448 0.287
H 0.931 -0.707 -4.334 0.362 0.885 0.219
H -0.064 -1.239 -5.160 -0.676 0.228 -0.664
O 0.325 -0.367 -5.015 0.371 -1.083 0.582
H 3.011 -0.593 3.029 -0.025 0.072 -0.224
H 3.848 0.674 3.311 -0.033 0.028 -0.196
O 3.874 -0.288 3.324 0.237 -0.243 0.461
H 3.033 -0.137 -1.635 1.140 0.117 -0.618
H 2.549 0.857 -2.922 1.324 -0.175 -0.198
O 2.382 0.382 -2.114 -2.024 0.082 0.858
H 0.434 -3.955 3.674 0.711 0.279 -0.694
H 0.720 -2.958 2.382 0.508 -0.674 0.646
O 0.098 -3.315 3.034 -0.980 0.067 0.006
H 0.270 3.066 2.969 -0.151 -0.361 -0.071
H 0.788 3.659 1.689 0.142 -0.450 -0.293
O 0.455 2.816 2.052 -0.264 0.947 0.709
```
Forces are in eV/Å.

## Properties
HOMO energy (alpha / beta)	-0.11 / -5.85	eV
frontier orbital gap (alpha / beta)	2.44 / 8.04	eV
LUMO level (alpha / beta)	2.33 / 2.19	eV
net charge	-1
spin multiplicity	2
⟨S²⟩	0.75

2.
The following is a quantum chemistry calculation of a cluster of 15 separate species, C5H42NO15 in total, from OMol25.

```
63
Properties=species:S:1:pos:R:3:forces:R:3
C 1.949 -1.057 0.754 -1.124 -1.062 -0.669
O 2.583 0.137 0.367 0.422 0.173 -0.793
C 0.809 -1.273 -0.309 2.586 0.607 -1.414
C -0.203 -2.361 -0.210 -0.284 -1.460 -1.075
C 0.159 -3.812 -0.904 -2.013 2.820 1.699
C -1.050 -4.139 -1.773 0.109 0.034 -1.753
N 0.144 0.090 -0.478 1.069 -1.004 -1.096
H 1.523 -1.143 1.762 0.436 0.493 -0.116
H 2.645 -1.881 0.550 -0.054 0.085 0.595
H 2.773 0.866 0.960 -0.368 -0.470 0.696
H 1.452 -1.478 -1.249 -1.320 0.687 0.981
H -0.630 -2.378 0.773 -0.133 -0.547 0.808
H -1.010 -2.128 -0.895 0.114 0.679 0.312
H 1.117 -3.591 -1.360 0.122 -1.106 -0.276
H 0.028 -4.565 -0.145 1.432 -0.351 0.428
H -1.999 -4.105 -1.209 0.567 -0.237 -0.051
H -1.224 -3.526 -2.683 0.357 0.200 0.720
H -0.879 -5.116 -2.208 -0.363 -0.568 0.173
H -0.781 -0.060 -0.886 -0.664 0.177 0.918
H 0.572 0.542 -1.286 0.564 0.417 0.494
H 0.256 0.678 0.391 -0.769 -0.408 -0.799
H 1.100 -1.146 3.995 -0.060 0.364 0.130
H 2.097 -0.305 4.818 -0.026 0.020 -0.022
O 1.417 -0.236 4.139 0.031 -0.459 -0.017
H -5.049 1.484 -1.372 -0.303 -0.235 0.329
H -4.657 0.362 -0.315 -0.427 0.347 -0.155
O -4.375 0.862 -1.088 0.173 -0.093 -0.455
H 0.850 3.714 -1.173 0.685 -0.173 0.582
H -0.518 3.251 -0.984 -0.316 -0.634 0.393
O 0.371 2.966 -0.714 -0.297 1.368 -1.001
H 4.776 1.932 -0.947 0.019 -0.367 -0.002
H 3.638 0.971 -1.447 0.384 -0.038 0.277
O 3.977 1.873 -1.477 -0.211 0.532 -0.156
H -1.647 -1.304 3.252 -0.131 -0.258 0.528
H -1.742 -2.817 3.835 -0.187 0.273 0.121
O -1.242 -2.203 3.293 0.427 -0.277 -0.673
H 1.201 2.498 -2.191 0.278 -1.042 -0.843
H 2.057 1.393 -2.902 0.116 0.084 -0.045
O 1.492 2.157 -3.069 -0.589 -0.203 0.218
H -2.870 -1.201 -1.063 -0.154 -0.095 -0.050
H -2.943 -0.525 -2.410 -0.026 0.151 0.052
O -2.353 -1.061 -1.866 -0.061 0.156 -0.126
H -1.245 0.685 2.818 0.413 0.270 0.525
H -1.636 0.351 4.333 0.396 0.400 -0.091
O -1.922 0.320 3.417 -0.894 -0.307 -0.339
H -4.659 -1.480 1.521 0.171 -0.362 0.423
H -3.132 -1.946 1.685 -0.383 -0.096 0.333
O -3.765 -1.423 1.178 0.412 0.498 -0.914
H -2.617 0.232 0.569 -0.317 0.056 0.274
H -2.471 1.742 0.837 -0.210 -0.119 0.023
O -2.112 1.014 0.321 0.397 0.404 0.409
H 1.022 1.048 2.786 -0.343 0.090 0.133
H 0.308 2.309 2.125 0.153 -0.174 0.536
O 0.312 1.329 2.182 0.188 0.035 -0.477
H 3.197 -1.206 -3.530 0.014 0.043 0.139
H 2.836 -0.023 -4.402 -0.030 0.130 -0.013
O 2.856 -0.306 -3.481 0.017 -0.241 -0.089
H 3.064 4.390 -1.867 -0.204 0.123 0.004
H 2.175 3.751 -2.918 0.069 0.558 0.234
O 2.187 4.493 -2.264 0.181 -0.211 -0.024
H 0.553 3.530 0.859 0.207 1.265 0.103
H 0.849 4.828 1.840 0.244 -0.126 -0.417
O 0.387 3.999 1.712 -0.492 -0.818 0.360
```
Forces are in eV/Å.

## Properties
HOMO energy	-13.36	eV
frontier orbital gap	11.11	eV
LUMO level	-2.25	eV
net charge	+1
spin multiplicity	1
ΔE to the lowest compared entry with this formula, charge and spin	211.64	kJ/mol

3.
The following is a quantum chemistry calculation of a structure of composition C5H4BrClF2N2, from OMol25.

```
15
Properties=species:S:1:pos:R:3:forces:R:3
C -0.150 -0.842 0.021 1.495 1.728 -0.491
C -1.315 -0.059 0.118 -0.007 -0.342 1.419
C 0.848 0.114 -0.254 3.459 -0.747 -1.421
C -2.653 -0.564 0.577 0.176 2.879 -0.363
C 2.777 0.197 -0.579 -4.957 -0.305 2.299
N -1.028 1.250 -0.033 -3.222 -1.674 -0.229
N 0.211 1.291 -0.380 1.237 -2.193 0.900
F 2.914 1.372 -1.147 0.478 0.499 -0.275
F 3.213 -0.751 -1.349 0.182 -0.416 -0.405
Cl 0.070 -2.524 0.190 -0.101 -0.050 0.066
Br 3.593 0.126 1.202 -0.080 0.067 -0.743
H -3.345 0.122 0.086 -0.569 -0.762 -0.502
H -2.819 -1.594 0.485 -0.252 -1.298 -0.699
H -2.869 -0.304 1.593 0.456 0.017 0.992
H 0.553 2.165 -0.529 1.705 2.598 -0.548
```
Forces are in eV/Å.

## Properties
HOMO energy	-9.32	eV
frontier orbital gap	9.72	eV
LUMO level	0.40	eV
net charge	0
spin multiplicity	1
ΔE to the lowest compared entry with this formula, charge and spin	0.00	kJ/mol

4.
The following is a quantum chemistry calculation of a structure of composition C5H4BrCoNO4Se5, from OMol25.

```
21
Properties=species:S:1:pos:R:3:forces:R:3
Co 1.253 -0.671 -1.006 0.162 0.113 0.542
Se 1.501 0.766 -2.698 0.348 0.901 -0.953
Se 0.601 0.548 -4.741 -0.238 -0.028 -0.083
Se 0.439 -3.261 -3.892 -0.132 0.074 -0.180
Se 1.259 -2.718 -1.885 0.131 -1.343 -0.359
Br -0.950 -2.587 1.322 0.253 -0.070 0.092
C -1.115 -0.750 0.917 -0.285 0.088 -0.495
C -1.625 0.095 1.890 0.061 0.012 0.117
C -1.950 1.384 1.518 0.084 -0.058 -0.125
C -1.803 1.750 0.186 -0.217 0.095 0.127
C -1.270 0.838 -0.696 0.213 -0.097 -0.121
N -0.866 -0.389 -0.334 -0.566 0.051 0.534
H -1.737 -0.262 2.901 0.010 0.005 0.044
H -2.325 2.085 2.254 -0.006 0.007 0.001
H -2.092 2.733 -0.163 0.033 -0.010 -0.008
H -1.126 1.078 -1.742 0.118 0.038 0.025
O 1.645 0.878 0.188 -0.190 0.090 -0.294
Se 2.400 -0.111 1.302 0.370 0.281 0.842
O 3.924 0.307 1.553 0.702 0.188 -0.016
O 2.282 -1.544 0.456 -0.327 -0.248 -0.168
O 1.557 -0.168 2.670 -0.524 -0.087 0.478
```
Forces are in eV/Å.

## Properties
HOMO energy (alpha / beta)	-1.10 / -0.95	eV
frontier orbital gap (alpha / beta)	5.75 / 5.58	eV
LUMO level (alpha / beta)	4.66 / 4.63	eV
net charge	-2
spin multiplicity	4
⟨S²⟩	3.82

Listing strongest force on any atom for the structures above in their given order: 0.0595, 0.0750, 0.1064, 0.0272 hartree/bohr.